--- a ---
Entry from the Open Molecules 2025 dataset: a molecular structure, C36H38Br4N5O3P2Ti (ωB97M-V/def2-TZVPD).

Summary:
Gap between HOMO and LUMO (spin up / spin down), eV: 2.550 / 5.313
Highest occupied orbital energy (spin up / spin down), eV: -1.64 / -4.43
<S²>: 2.02
Multiplicity: 3
LUMO level (spin up / spin down), eV: 0.9 / 0.9
Total charge: -1
Molar mass, g mol⁻¹: 1018.2

Each line ends with the Löwdin spin population.
Cartesian coordinates (Å):
Ti: 0.65 2.87 1.86  0.882
O: 3.15 5.03 4.12  0.000
C: 2.52 4.16 3.48  0.004
N: 1.54 4.44 2.51  -0.003
C: 0.76 5.64 2.77  0.000
C: -0.56 5.20 3.29  0.008
C: -1.57 6.14 3.53  -0.001
C: -2.90 5.69 3.50  0.008
C: -3.09 4.29 3.37  -0.001
C: -2.00 3.40 3.31  0.012
N: -0.74 3.86 3.22  0.002
C: 2.76 2.73 3.85  0.017
C: 3.61 2.26 4.88  -0.004
C: 3.47 0.91 5.26  0.016
C: 2.63 0.07 4.56  -0.003
C: 1.86 0.58 3.51  0.025
N: 1.91 1.87 3.18  0.015
H: 0.57 6.16 1.78  0.000
H: 1.29 6.23 3.48  0.000
H: -1.34 7.21 3.57  0.000
H: -3.70 6.42 3.75  0.000
H: -4.04 3.75 3.41  0.000
H: -2.13 2.36 3.06  0.004
H: 4.26 2.95 5.43  0.000
H: 4.13 0.45 5.94  0.001
H: 2.68 -1.00 4.66  0.000
H: 1.22 -0.08 2.85  0.003
C: -2.81 -0.86 -0.02  0.006
P: -2.19 -2.55 -0.15  0.017
C: -1.14 -2.32 -1.70  0.121
N: -1.71 -1.68 -2.76  0.268
C: -0.90 -1.24 -3.75  0.021
C: -1.40 -0.48 -4.86  0.063
C: -0.59 0.03 -5.85  0.042
C: 0.81 -0.24 -5.78  0.068
C: 1.31 -0.94 -4.70  0.048
C: 0.48 -1.38 -3.63  0.033
N: 1.09 -1.94 -2.55  0.211
C: 0.24 -2.34 -1.59  0.060
P: 1.00 -2.74 0.06  0.008
C: 0.50 -4.60 0.02  0.005
C: 2.86 -2.89 -0.15  0.002
C: 3.44 -3.51 1.10  0.001
C: 3.20 -3.77 -1.34  0.001
C: 3.43 -1.48 -0.31  0.001
C: -3.58 -3.70 -0.73  0.003
C: -4.21 -4.37 0.48  0.000
C: -3.06 -4.88 -1.65  0.002
C: -4.68 -2.90 -1.48  0.000
H: -3.46 -0.63 -0.84  0.001
H: -1.91 -0.26 -0.10  0.000
H: -3.25 -0.59 0.97  0.000
H: -2.47 -0.32 -4.91  0.001
H: -0.96 0.62 -6.66  0.002
H: 1.40 -0.03 -6.67  0.005
H: 2.35 -1.10 -4.45  0.001
H: 1.16 -5.16 0.72  0.001
H: 0.71 -4.99 -1.00  0.001
H: -0.52 -4.78 0.45  0.000
H: 3.09 -4.56 1.19  0.000
H: 4.53 -3.65 0.91  0.000
H: 3.28 -3.00 2.06  0.000
H: 2.64 -4.74 -1.31  0.000
H: 4.26 -3.99 -1.39  0.000
H: 3.05 -3.22 -2.31  0.000
H: 2.91 -0.70 0.21  0.000
H: 3.28 -1.21 -1.36  0.000
H: 4.51 -1.51 -0.13  0.000
H: -3.93 -3.83 1.41  0.000
H: -3.78 -5.35 0.62  0.000
H: -5.32 -4.46 0.49  0.000
H: -2.28 -5.49 -1.16  0.001
H: -2.76 -4.45 -2.64  0.001
H: -3.96 -5.55 -1.79  0.000
H: -5.38 -2.34 -0.81  0.000
H: -5.29 -3.68 -2.01  0.000
H: -4.34 -2.23 -2.28  0.000
Br: -1.69 2.97 -4.61  0.001
C: -0.50 3.27 -3.11  -0.001
C: 0.90 3.24 -3.21  0.001
Br: 1.72 3.81 -4.77  0.001
C: 1.68 2.80 -2.08  -0.001
Br: 3.52 2.47 -2.02  0.000
C: 0.99 2.68 -0.85  0.002
O: 1.61 2.28 0.25  0.004
C: -0.30 3.33 -0.70  0.002
O: -0.62 3.63 0.56  0.007
C: -1.10 3.60 -1.86  0.001
Br: -2.83 4.31 -1.57  0.000

=====

--- b ---
Entry from the Open Molecules 2025 dataset: a molecular structure, C36H38Br4N5O3P2Ti (ωB97M-V/def2-TZVPD).

Summary:
Gap between HOMO and LUMO (spin up / spin down), eV: 4.710 / 7.097
Highest occupied orbital energy (spin up / spin down), eV: -2.74 / -5.18
<S²>: 2.02
Multiplicity: 3
LUMO level (spin up / spin down), eV: 2.0 / 1.9
Total charge: -1
Molar mass, g mol⁻¹: 1018.2

Each line ends with the Löwdin spin population.
Cartesian coordinates (Å):
Ti: -1.46 0.33 0.30  0.907
O: -0.36 3.84 2.37  0.003
C: -0.84 2.75 2.00  0.001
N: -0.64 2.18 0.76  0.000
C: -0.11 3.12 -0.22  0.006
C: 1.39 3.22 -0.31  0.001
C: 2.04 4.06 -1.25  0.000
C: 3.43 4.13 -1.29  0.000
C: 4.18 3.43 -0.34  0.000
C: 3.49 2.60 0.51  0.000
N: 2.15 2.48 0.47  0.001
C: -1.78 2.00 2.81  0.007
C: -2.21 2.58 4.01  -0.001
C: -3.12 1.88 4.78  0.006
C: -3.49 0.57 4.33  -0.001
C: -2.98 0.06 3.16  0.005
N: -2.17 0.80 2.35  0.004
H: -0.49 2.88 -1.21  0.002
H: -0.51 4.08 0.07  0.000
H: 1.42 4.65 -1.90  0.000
H: 3.92 4.60 -2.12  0.000
H: 5.27 3.53 -0.24  0.000
H: 4.04 1.91 1.16  0.000
H: -1.74 3.54 4.23  0.000
H: -3.51 2.34 5.70  0.000
H: -4.16 -0.02 4.95  0.000
H: -3.26 -0.93 2.82  0.000
C: -0.41 -2.95 1.57  0.014
P: 0.40 -1.27 1.34  0.031
C: 1.65 -1.50 0.01  0.098
N: 2.93 -1.75 0.37  0.258
C: 3.83 -1.85 -0.68  0.019
C: 5.19 -2.17 -0.41  0.058
C: 6.11 -2.24 -1.50  0.046
C: 5.64 -2.14 -2.83  0.050
C: 4.32 -1.88 -3.08  0.045
C: 3.41 -1.59 -2.03  0.021
N: 2.08 -1.26 -2.37  0.234
C: 1.25 -1.20 -1.34  0.075
P: -0.47 -0.80 -1.83  0.034
C: -1.27 -2.50 -2.03  0.010
C: -0.51 -0.02 -3.50  0.009
C: -0.30 -1.11 -4.55  0.001
C: -1.86 0.64 -3.75  0.002
C: 0.55 1.10 -3.66  0.002
C: 1.36 -1.03 3.02  0.001
C: 0.30 -0.70 4.12  0.000
C: 2.26 0.21 2.82  0.001
C: 2.11 -2.32 3.35  0.000
H: 0.27 -3.76 1.28  0.000
H: -1.30 -3.00 0.95  0.000
H: -0.66 -3.07 2.62  0.002
H: 5.52 -2.22 0.61  0.001
H: 7.17 -2.30 -1.28  0.002
H: 6.40 -2.25 -3.60  0.003
H: 3.87 -1.83 -4.09  0.001
H: -0.52 -3.22 -2.37  0.000
H: -2.08 -2.44 -2.74  0.002
H: -1.73 -2.78 -1.10  0.001
H: -1.14 -1.79 -4.65  0.000
H: 0.64 -1.67 -4.33  0.000
H: -0.15 -0.64 -5.50  0.000
H: -2.71 0.05 -3.44  0.000
H: -1.89 0.82 -4.85  0.000
H: -1.92 1.61 -3.28  0.001
H: 0.39 1.66 -4.59  0.000
H: 1.58 0.67 -3.65  0.000
H: 0.50 1.87 -2.87  0.001
H: -0.21 0.25 3.99  0.000
H: 0.85 -0.57 5.08  0.000
H: -0.46 -1.45 4.26  0.000
H: 1.78 1.06 2.36  0.000
H: 3.11 -0.06 2.16  0.000
H: 2.66 0.48 3.79  0.000
H: 1.50 -2.96 3.96  0.000
H: 3.02 -2.13 3.88  0.000
H: 2.40 -2.82 2.44  0.000
Br: -8.32 0.56 -0.92  0.000
C: -6.52 0.00 -0.74  0.000
C: -6.31 -1.39 -0.50  0.004
Br: -7.71 -2.60 -0.89  0.001
C: -5.05 -1.86 -0.19  -0.001
Br: -4.70 -3.69 0.24  0.000
C: -4.00 -0.91 -0.16  0.007
O: -2.75 -1.17 0.23  -0.002
C: -4.20 0.44 -0.46  0.005
O: -3.14 1.22 -0.33  0.019
C: -5.47 0.90 -0.86  0.002
Br: -5.77 2.71 -1.40  0.000

=====

Most stable of them? b.

=====

--- a ---
Entry from the Open Molecules 2025 dataset: 2 unconnected molecules or ions with the total composition C4H8NO3 (ωB97M-V/def2-TZVPD).

Summary:
Gap between HOMO and LUMO, eV: 8.512
Highest occupied orbital energy, eV: -4.57
LUMO level, eV: 3.9
Total charge: -1
Molar mass, g mol⁻¹: 118.1

Each line ends with the natural charge from an NBO analysis.
Cartesian coordinates (Å):
C: 0.16 -2.03 0.20  -0.726
C: 0.13 -1.89 1.71  0.686
O: 0.78 -2.60 2.46  -0.669
N: -0.67 -0.89 2.15  -0.842
H: -0.54 -0.61 3.11  0.374
H: -0.83 -0.14 1.49  0.445
H: 0.75 -1.23 -0.22  0.263
H: -0.84 -1.89 -0.20  0.238
H: 0.46 -3.05 -0.03  0.210
C: 0.45 2.56 -1.76  -0.738
C: -0.50 1.45 -1.24  0.772
O: -1.27 0.88 -2.02  -0.761
O: -0.30 1.17 -0.02  -0.848
H: 0.31 2.77 -2.83  0.192
H: 1.42 2.06 -1.63  0.206
H: 0.50 3.46 -1.16  0.199

=====

--- b ---
Entry from the Open Molecules 2025 dataset: a gas-phase ion, C4H8NO3 (charge -1) (ωB97M-V/def2-TZVPD).

Summary:
Gap between HOMO and LUMO, eV: 8.295
Highest occupied orbital energy, eV: -4.40
LUMO level, eV: 3.9
SMILES string: O=C([O-])NCCCO
Total charge: -1
Molar mass, g mol⁻¹: 118.1

Each line ends with the natural charge from an NBO analysis.
Cartesian coordinates (Å):
C: -0.84 0.02 1.05  -0.259
C: -0.04 1.03 0.29  -0.480
C: -0.38 1.18 -1.18  -0.076
O: 0.62 0.55 -2.00  -0.787
N: -0.51 -1.39 0.55  -0.714
C: 0.96 -1.69 0.65  0.863
O: 1.53 -1.79 -0.45  -0.818
O: 1.44 -1.57 1.79  -0.769
H: -1.94 -0.10 1.09  0.189
H: -0.61 -0.17 2.12  0.226
H: 1.00 0.66 0.38  0.254
H: -0.03 2.02 0.80  0.194
H: -1.32 0.73 -1.50  0.163
H: -0.14 2.20 -1.51  0.177
H: 0.94 -0.30 -1.62  0.507
H: -0.67 -1.38 -0.45  0.331

=====

Most stable of them? a.

=====

--- a ---
Entry from the Open Molecules 2025 dataset: 2 unconnected molecules or ions with the total composition C4H8NO3 (ωB97M-V/def2-TZVPD).

Summary:
Gap between HOMO and LUMO, eV: 7.537
Highest occupied orbital energy, eV: -4.02
LUMO level, eV: 3.5
Total charge: -1
Molar mass, g mol⁻¹: 118.1

Each line ends with the natural charge from an NBO analysis.
Cartesian coordinates (Å):
C: -1.94 0.82 -0.64  -0.740
C: -0.95 0.97 -1.80  0.660
O: -1.39 1.42 -2.90  -0.670
N: 0.36 0.72 -1.57  -0.818
H: 1.09 0.95 -2.21  0.407
H: 0.61 0.38 -0.52  0.449
H: -1.69 1.13 0.31  0.230
H: -2.66 -0.06 -0.60  0.233
H: -2.56 1.67 -0.61  0.231
C: 0.74 -0.71 1.75  -0.815
C: 1.97 -1.73 1.21  0.808
O: 2.08 -2.79 1.80  -0.775
O: 2.58 -1.27 0.29  -0.783
H: 0.87 -0.54 2.78  0.202
H: -0.10 -1.20 1.32  0.207
H: 1.01 0.24 1.38  0.173

=====

--- b ---
Entry from the Open Molecules 2025 dataset: 2 unconnected molecules or ions with the total composition C4H8NO3 (ωB97M-V/def2-TZVPD).

Summary:
Gap between HOMO and LUMO, eV: 8.490
Highest occupied orbital energy, eV: -4.59
LUMO level, eV: 3.9
Total charge: -1
Molar mass, g mol⁻¹: 118.1

Each line ends with the natural charge from an NBO analysis.
Cartesian coordinates (Å):
C: 0.99 0.03 -2.09  -0.703
C: 0.85 1.51 -1.75  0.659
O: 0.90 2.42 -2.58  -0.692
N: 0.87 1.77 -0.44  -0.839
H: 0.99 2.81 -0.12  0.380
H: 0.61 1.11 0.36  0.467
H: 0.36 -0.57 -1.36  0.238
H: 1.98 -0.21 -2.16  0.220
H: 0.29 -0.05 -3.06  0.212
C: -1.18 -1.88 1.98  -0.723
C: -1.05 -0.43 1.79  0.739
O: -2.11 0.21 1.78  -0.744
O: 0.13 0.09 1.63  -0.840
H: -0.88 -2.16 3.02  0.212
H: -0.46 -2.55 1.36  0.196
H: -2.30 -2.11 1.66  0.217

=====

Most stable of them? b.

=====

--- a ---
Entry from the Open Molecules 2025 dataset: 2 unconnected molecules or ions with the total composition C4H8NO3 (ωB97M-V/def2-TZVPD).

Summary:
Gap between HOMO and LUMO, eV: 8.542
Highest occupied orbital energy, eV: -4.73
LUMO level, eV: 3.8
Total charge: -1
Molar mass, g mol⁻¹: 118.1

Each line ends with the natural charge from an NBO analysis.
Cartesian coordinates (Å):
C: 2.07 -0.38 1.24  -0.715
C: 1.19 -1.60 1.24  0.669
O: 1.61 -2.71 1.58  -0.690
N: -0.05 -1.41 0.78  -0.837
H: -0.70 -2.17 0.87  0.378
H: -0.40 -0.47 0.54  0.455
H: 2.87 -0.49 1.96  0.215
H: 1.50 0.52 1.41  0.243
H: 2.47 -0.32 0.23  0.225
C: -0.41 1.03 -2.19  -0.736
C: -1.27 1.53 -1.03  0.769
O: -2.23 2.28 -1.28  -0.741
O: -0.90 1.11 0.11  -0.832
H: -0.81 1.17 -3.20  0.193
H: -0.19 -0.04 -2.12  0.201
H: 0.60 1.42 -2.21  0.202

=====

--- b ---
Entry from the Open Molecules 2025 dataset: 2 unconnected molecules or ions with the total composition C4H8NO3 (ωB97M-V/def2-TZVPD).

Summary:
Gap between HOMO and LUMO, eV: 8.401
Highest occupied orbital energy, eV: -4.57
LUMO level, eV: 3.8
Total charge: -1
Molar mass, g mol⁻¹: 118.1

Each line ends with the natural charge from an NBO analysis.
Cartesian coordinates (Å):
C: -1.97 0.24 0.81  -0.763
C: -1.32 -0.20 2.07  0.688
O: -1.78 -0.22 3.20  -0.646
N: -0.10 -0.80 1.79  -0.851
H: -1.75 -0.44 -0.01  0.242
H: -1.38 1.08 0.42  0.303
H: 0.53 -0.80 2.59  0.369
H: 0.34 -0.39 0.97  0.422
H: -3.03 0.48 0.80  0.212
C: 1.63 -0.48 -1.97  -0.746
C: 1.29 1.00 -1.60  0.779
O: 1.79 1.90 -2.30  -0.755
O: 0.45 1.10 -0.67  -0.846
H: 0.72 -1.06 -2.07  0.201
H: 2.30 -0.87 -1.19  0.194
H: 2.28 -0.54 -2.85  0.195

=====

Most stable of them? a.